(P)
Molecular formula: C18H14N6O3
Method: DFT, wB97M-V/def2-TZVPD

Calculated values
* gap between HOMO and LUMO: 6.4417 eV
* lowest unoccupied orbital energy: -1.1 eV

CARTESIAN COORDINATES (ANGSTROEM)
C 4.15389 3.22504 -1.38052
C 4.14260 2.77778 -0.04637
C 2.93942 2.40952 0.55904
C 1.72733 2.47561 -0.14855
C 0.46728 2.08691 0.56761
C -0.74617 1.94118 -0.15430
N -1.95543 2.28219 0.43833
C -2.12198 2.40806 1.80634
C -3.39312 2.40414 2.35299
C -4.50882 2.59491 1.52977
C -4.29434 2.66853 0.14673
C -3.04147 2.49928 -0.39170
O 0.56257 1.83394 1.80208
C 1.73857 2.96769 -1.46005
C 2.94190 3.31602 -2.08261
H 5.09844 3.51585 -1.85296
H 5.07047 2.71334 0.53039
H 2.91065 2.10560 1.60727
H -0.73470 1.90362 -1.24802
H -1.22131 2.41442 2.41744
H -3.47950 2.29984 3.43262
H -5.50204 2.69434 1.96492
H -5.10920 2.88007 -0.55107
H -2.76619 2.58311 -1.44352
H 0.79056 3.12102 -1.97492
H 2.93943 3.66180 -3.11954
O 1.25330 -0.46130 -1.49134
N 0.33510 -1.19438 -1.95513
C -0.93884 -1.17481 -1.31704
C -1.07664 -0.51621 -0.09559
N -2.25235 -0.77199 0.55589
N -2.61902 -0.30069 1.80255
N -3.87557 -0.62243 1.95752
N -4.37493 -1.28490 0.87604
C -3.35724 -1.40601 0.00848
C -3.22315 -1.97413 -1.28021
C -1.99759 -1.92346 -1.88975
O 0.52571 -1.93826 -2.93437
H -0.25541 -0.14136 0.51265
H -4.10386 -2.46681 -1.69605
H -1.76884 -2.47285 -2.80075

***

(Q)
Molecular formula: C18H14N6O3
Method: DFT, wB97M-V/def2-TZVPD

Calculated values
* gap between HOMO and LUMO: 6.3498 eV
* lowest unoccupied orbital energy: -1.1 eV

CARTESIAN COORDINATES (ANGSTROEM)
C -5.11069 0.02553 1.68483
C -4.70372 1.33779 1.40564
C -3.36761 1.60743 1.09781
C -2.40282 0.58255 1.07072
C -0.96532 0.98204 0.80684
C 0.01441 -0.06477 0.48648
N 1.28476 0.08426 1.09732
C 1.80037 1.31366 1.49927
C 3.17115 1.42054 1.69792
C 3.97270 0.30294 1.81827
C 3.37416 -0.95369 1.60907
C 2.03663 -1.05137 1.24091
O -0.70040 2.19149 0.74147
C -2.80446 -0.71839 1.42450
C -4.15036 -0.99500 1.69651
H -6.14954 -0.18181 1.97038
H -5.42055 2.15671 1.40195
H -3.03169 2.62281 0.88173
H -0.33761 -1.08932 0.32875
H 1.09505 2.13561 1.57412
H 3.54954 2.44075 1.78679
H 5.02554 0.40739 2.11307
H 3.91402 -1.88635 1.73317
H 1.47256 -1.97776 1.06795
H -2.03582 -1.49467 1.49446
H -4.44199 -2.02575 1.90103
O -2.26406 -0.58826 -1.74440
N -1.46706 -1.13572 -2.53460
C -0.08120 -0.83142 -2.41554
C 0.36308 0.19042 -1.55873
N 1.68830 0.55487 -1.79389
N 2.37946 1.56571 -1.16436
N 3.64275 1.36757 -1.43052
N 3.86068 0.26652 -2.18613
C 2.62530 -0.25584 -2.41341
C 2.18817 -1.41752 -3.09342
C 0.81602 -1.62366 -3.15977
O -1.86216 -1.94395 -3.41119
H -0.27327 1.07088 -1.29688
H 2.92261 -2.04039 -3.60358
H 0.37306 -2.35184 -3.82457

***

Bottom line: (P), by a margin of 0.416 eV.

***

(P)
Molecular formula: C4H2O
Method: DFT, wB97M-V/def2-TZVPD

Calculated values
* gap between HOMO and LUMO: 7.7295 eV
* lowest unoccupied orbital energy: -1.0 eV

CARTESIAN COORDINATES (ANGSTROEM)
C -0.57013 -0.64115 -0.15664
C -0.64054 0.69304 -0.09137
C 0.74584 -0.96230 0.20809
C 1.37523 1.03347 0.08159
O 1.76226 -0.16297 -0.08356
H -1.34177 -1.38564 -0.21834
H -1.33090 1.42554 0.26023

***

(Q)
Molecular formula: C4H2O
Method: DFT, wB97M-V/def2-TZVPD

Calculated values
* gap between HOMO and LUMO: 7.7778 eV
* lowest unoccupied orbital energy: -2.7 eV

CARTESIAN COORDINATES (ANGSTROEM)
C -1.72530 -0.03561 -0.12914
C -2.94429 -0.46447 -0.20724
C 0.74334 -0.49338 0.13813
C -0.43278 0.36662 -0.09222
O 1.81221 -0.31952 -0.41456
H 0.56545 -1.28989 0.77199
H -0.34174 1.74853 0.00094

***

(R)
Molecular formula: C4H2O
Method: DFT, wB97M-V/def2-TZVPD

Calculated values
* gap between HOMO and LUMO (alpha / beta): 7.4881 / 7.0790 eV
* lowest unoccupied orbital energy (alpha / beta): -1.4 / -1.9 eV

CARTESIAN COORDINATES (ANGSTROEM)
C -1.11934 -0.59031 -0.11042
C 1.10876 0.58373 -0.16383
C -0.06152 0.13430 -0.62119
C -0.94492 -0.68646 1.19686
O 1.07400 0.39947 1.09370
H -1.95582 -0.92010 -0.68973
H 1.89884 1.07935 -0.70539

***

Bottom line: (Q), by a margin of 1.428 eV.

***

(P)
Molecular formula: C3H9NS
Method: DFT, wB97M-V/def2-TZVPD

Calculated values
* gap between HOMO and LUMO: 9.6728 eV
* SMILES string: CNCCS
* lowest unoccupied orbital energy: 0.9 eV

CARTESIAN COORDINATES (ANGSTROEM)
C 1.94183 -0.69193 -0.05507
N 0.58593 -0.42872 -0.51880
C -0.04532 0.66706 0.15177
C -1.48989 0.78934 -0.29084
S -2.40830 -0.78488 -0.13632
H 2.60381 0.15075 -0.37909
H 2.32912 -1.61376 -0.49493
H 2.04630 -0.79262 1.01012
H -0.05048 -1.19495 -0.36378
H 0.02859 0.46226 1.19819
H 0.53890 1.59824 -0.11672
H -1.97465 1.63176 0.15430
H -1.56053 1.06879 -1.33114
H -2.54530 -0.86132 1.17230

***

(Q)
Molecular formula: C3H9NS
Method: DFT, wB97M-V/def2-TZVPD

Calculated values
* gap between HOMO and LUMO: 9.7827 eV
* lowest unoccupied orbital energy: 0.9 eV

CARTESIAN COORDINATES (ANGSTROEM)
C 0.32203 1.25633 0.00081
C 0.38246 -0.29180 -0.56793
C -0.84111 -0.94637 0.25304
H -0.60131 1.74538 -0.61228
H 1.13032 2.07242 -0.06400
H -0.32173 0.97095 1.22365
H 0.01664 -0.19409 -1.61369
H 1.91894 -0.40417 0.70156
H 2.40550 -0.89388 -1.01260
H -0.77152 -1.95615 0.27122
H -0.38767 -0.93772 1.22316
H -2.42086 0.72784 0.59558
N 1.66877 -0.87941 -0.12381
S -2.50046 -0.26934 -0.27470

***

(R)
Molecular formula: C3H9NS
Method: DFT, wB97M-V/def2-TZVPD

Calculated values
* gap between HOMO and LUMO: 9.7855 eV
* SMILES string: C[C@H](N)CS
* lowest unoccupied orbital energy: 1.0 eV

CARTESIAN COORDINATES (ANGSTROEM)
C -0.89125 -0.11065 -2.09442
C 0.02740 0.16243 -0.89941
N 1.08270 -0.87074 -0.83227
C -0.75638 0.14922 0.40719
S 0.32989 0.36890 1.88028
H -1.58665 0.67866 -2.37678
H -0.24355 -0.37805 -2.92842
H -1.51728 -0.97890 -1.87515
H 0.56570 1.10313 -0.87852
H 1.76302 -0.66216 -1.55373
H 0.71515 -1.78311 -1.06633
H -1.23871 -0.79941 0.63360
H -1.49667 0.94728 0.39039
H 0.03942 1.60522 2.27148

***

Bottom line: (R), by a margin of 0.329 eV.

***

(P)
Molecular formula: C3H9NS
Method: DFT, wB97M-V/def2-TZVPD

Calculated values
* gap between HOMO and LUMO: 9.5108 eV
* SMILES string: CNCSC
* lowest unoccupied orbital energy: 1.0 eV

CARTESIAN COORDINATES (ANGSTROEM)
C 1.61218 1.19578 -0.05413
N 0.27672 1.68458 0.21848
C -0.68106 0.66895 0.59954
S -0.91920 -0.72305 -0.57428
C 0.06350 -2.03238 0.24774
H 1.93165 0.43636 0.64960
H 2.35215 2.00987 0.00849
H 1.74010 0.75028 -1.04832
H -0.10153 2.12411 -0.61270
H -0.42033 0.25954 1.56868
H -1.64979 1.14620 0.67179
H 0.14603 -2.84246 -0.46026
H 1.03642 -1.60363 0.46787
H -0.45008 -2.30702 1.15922

***

(Q)
Molecular formula: C3H9NS
Method: DFT, wB97M-V/def2-TZVPD

Calculated values
* gap between HOMO and LUMO: 8.8668 eV
* SMILES string: C=N.CCS
* lowest unoccupied orbital energy: 0.6 eV

CARTESIAN COORDINATES (ANGSTROEM)
C -6.15537 -1.38347 -0.93123
N -7.21777 -1.23830 -0.28176
H -6.04628 -2.22217 -1.63437
H -5.43730 -0.54671 -0.92606
H -7.48755 -1.57806 0.62087
C 3.91895 1.45515 -0.30927
C 3.52005 0.84965 1.03474
S 2.52282 -0.68250 0.85552
H 4.13966 0.71521 -1.07605
H 3.05018 1.99753 -0.69373
H 4.73797 2.16548 -0.16014
H 4.32890 0.55131 1.69129
H 2.81448 1.52153 1.52427
H 3.31127 -1.60466 0.28591

***

Bottom line: (P), by a margin of 2.492 eV.